1.
56
Properties=species:S:1:pos:R:3:nbo_charge:R:1 method="wB97M-V/def2-TZVPD" charge=+3 de_lowest_kj_mol=0.0 e_homo_ev="-16.59 / -16.59" gap_ha="0.262 / 0.153" total_energy_ev=-124378.8298 multiplicity=2
Pb 0.89136 0.10265 1.93376 1.455
O 2.70136 4.82785 0.60057 -0.248
C 2.50531 3.80697 0.16076 1.148
O 2.26969 2.69030 -0.23928 -0.442
C 2.74617 1.90553 -1.42778 0.353
C 3.90351 2.28014 -2.05340 -0.269
C 4.27151 1.53788 -3.16917 -0.136
C 3.46283 0.49997 -3.61185 -0.154
C 2.29188 0.17328 -2.93485 -0.144
C 1.90985 0.87306 -1.79445 -0.430
P 0.38879 0.47441 -0.85084 0.861
C -0.10981 -1.15737 -1.45460 -0.421
C 0.60835 -2.25954 -0.97863 -0.168
C 0.29283 -3.53923 -1.40672 -0.225
C -0.75302 -3.72643 -2.30384 -0.155
C -1.45601 -2.63521 -2.79162 -0.173
C -1.14387 -1.34761 -2.36793 -0.174
C -0.82797 1.67994 -1.40555 -0.428
C -2.16973 1.45665 -1.09562 -0.185
C -3.13961 2.31507 -1.58220 -0.184
C -2.77709 3.41342 -2.35193 -0.142
C -1.44530 3.63298 -2.66803 -0.205
C -0.46531 2.78041 -2.18194 -0.142
H 4.50656 3.11792 -1.71557 0.260
H 5.18933 1.78423 -3.68612 0.269
H 3.74210 -0.06034 -4.49441 0.264
H 1.66263 -0.63122 -3.29424 0.255
H 1.43659 -2.10784 -0.28555 0.183
H 0.86054 -4.39072 -1.05123 0.232
H -1.01591 -4.72667 -2.62444 0.251
H -2.24100 -2.77905 -3.52306 0.253
H -1.69215 -0.50330 -2.76117 0.246
H -2.45654 0.62405 -0.46465 0.224
H -4.18110 2.14041 -1.34377 0.247
H -3.53389 4.10344 -2.70063 0.252
H -1.16949 4.45744 -3.31247 0.246
H 0.56860 2.95927 -2.45349 0.193
F -1.22175 0.89383 2.04610 -0.703
As -1.07357 2.58929 2.99695 2.862
F -1.54166 3.32970 1.56665 -0.564
F 0.63870 2.48750 2.15063 -0.697
F -0.62848 3.98378 3.79234 -0.547
F -0.29476 1.54588 4.13087 -0.610
F -2.61495 2.25736 3.54737 -0.558
N -0.11786 -5.41542 4.03246 -0.529
C -0.51964 -4.17067 4.07124 0.374
C -0.00092 -3.16446 3.16053 0.118
N -0.36350 -1.90594 3.28723 -0.483
C -1.26057 -1.58754 4.23305 0.150
C -1.83113 -2.60243 5.07807 0.104
N -1.44732 -3.83491 4.99545 -0.344
H 0.58914 -5.74199 3.38070 0.442
H -0.51108 -6.09328 4.69023 0.469
H 0.68605 -3.44239 2.36207 0.226
H -1.52956 -0.54157 4.34876 0.258
H -2.58914 -2.35947 5.81528 0.266


2.
53
Properties=species:S:1:pos:R:3:nbo_charge:R:1 method="wB97M-V/def2-TZVPD" e_homo_ev=-9.51 gap_ha=0.311 total_energy_ev=-193407.5294
C 3.69074 -0.83874 -1.06105 -0.670
C 2.22243 -0.41262 -0.95949 -0.034
Br 1.16435 -1.31016 0.39696 0.084
C 1.66946 0.52394 -1.71419 -0.120
Br 2.72974 1.44501 -3.08037 0.058
C 0.22082 0.94725 -1.63613 -0.128
C -0.14703 2.20394 -1.37912 -0.004
C 0.84429 3.34531 -1.09585 -0.556
C 0.44426 4.26556 0.09452 0.484
O 0.96492 4.11834 1.12829 -0.493
I -1.00018 5.87071 -0.03112 0.050
C -1.66920 2.49230 -1.37383 0.520
O -2.16675 3.43140 -1.89246 -0.457
C -2.50790 1.39711 -0.66090 0.220
O -3.53945 1.73302 0.17461 -0.669
B -4.72167 2.06733 -0.50812 1.313
O -4.82831 2.00878 -1.90478 -0.920
O -5.79118 2.46982 0.30009 -0.923
C -2.13714 0.14406 -0.91519 -0.271
I -3.22673 -1.42657 0.01381 0.189
C -0.92456 -0.07805 -1.84625 0.543
O -0.89422 -0.93514 -2.65704 -0.472
H 4.28938 -0.30222 -0.29841 0.243
H 3.74619 -1.92044 -0.81823 0.238
H 4.10411 -0.71801 -2.07764 0.245
H 1.82211 2.90450 -0.81958 0.262
H 0.96094 3.98059 -1.99684 0.266
H -5.23786 1.14478 -2.08763 0.499
H -6.41417 1.73858 0.42228 0.501
C -5.44260 -4.28991 1.47842 -0.226
C -6.07357 -5.15361 0.59243 -0.200
C -7.45818 -5.25862 0.59257 -0.215
C -8.21196 -4.50267 1.48169 -0.210
C -7.58033 -3.64551 2.37350 -0.214
C -6.19567 -3.53757 2.37124 -0.215
H -4.36173 -4.20353 1.47409 0.210
H -5.48548 -5.74481 -0.09921 0.214
H -7.95067 -5.92983 -0.10049 0.214
H -9.29221 -4.58274 1.48008 0.214
H -8.16781 -3.06030 3.07079 0.214
H -5.70270 -2.86727 3.06542 0.215
C 8.90259 -0.13985 0.71367 -0.216
C 7.75169 0.08308 -0.03085 -0.205
C 7.03973 1.26504 0.12744 -0.222
C 7.47604 2.22304 1.03351 -0.211
C 8.62196 1.99616 1.78435 -0.210
C 9.33617 0.81574 1.62361 -0.210
H 9.46153 -1.05887 0.58553 0.213
H 7.40953 -0.66529 -0.73623 0.209
H 6.14335 1.44041 -0.45629 0.209
H 6.92208 3.14592 1.15515 0.215
H 8.95957 2.74056 2.49538 0.214
H 10.23128 0.64002 2.20785 0.214


3.
55
Properties=species:S:1:pos:R:3:mulliken_charge:R:1 method="wB97M-V/def2-TZVPD" charge=+2 de_lowest_kj_mol=104.3 e_homo_ev=-14.69 gap_ha=0.246 total_energy_ev=-66526.4972
Ce 0.71555 0.21752 0.99552 0.854
C -3.30070 -1.36061 -0.89244 -0.505
C -2.68013 -0.09717 -0.86872 -0.855
C -2.02240 0.22953 0.30563 0.291
C -1.98117 -0.59440 1.38499 -0.251
C -2.53277 -1.90329 1.34650 -0.475
C -3.05182 -2.28893 0.13431 -0.815
N -1.15505 -0.13159 2.50267 0.884
N -1.60321 -0.16410 3.64348 -0.859
C -0.74137 0.42528 4.59398 0.059
C -1.30957 0.72489 5.79103 -0.428
C -0.65804 1.48996 6.67939 -0.666
C 0.67820 1.91692 6.48336 -0.538
C 1.26061 1.58145 5.27608 -0.368
C 0.55974 0.86632 4.38473 0.754
H -3.83245 -1.66677 -1.82943 0.417
H -2.87552 0.70641 -1.65750 0.332
H -1.61000 1.25708 0.50860 0.917
H -2.48064 -2.49618 2.22259 0.590
H -3.47235 -3.25830 0.02873 0.562
H -2.28494 0.37788 5.99469 0.533
H -1.17446 1.96897 7.49114 0.401
H 1.12920 2.55525 7.27918 0.379
H 2.22339 1.97687 5.01987 0.475
C 1.28765 3.87117 -3.25644 -1.237
C 2.17570 2.79347 -2.73726 0.925
N 3.22368 2.28117 -3.31286 -0.740
N 3.76393 1.36674 -2.41694 0.174
C 2.99498 1.18872 -1.29766 0.388
S 3.41599 0.39548 0.14205 -0.421
N 1.99350 2.08593 -1.56402 0.404
N 0.80815 2.27175 -0.82734 -0.667
H 1.77939 4.28404 -4.15061 0.371
H 1.00007 4.58633 -2.48555 0.340
H 0.36660 3.49591 -3.68076 0.309
H 4.43561 0.66385 -2.71246 0.269
H 0.10569 2.00171 -1.51447 0.266
H 0.80402 3.25274 -0.53112 0.306
O 0.65118 -2.20498 0.40080 -0.758
C 0.44145 -1.85355 -0.80316 0.975
N 0.61405 -0.56787 -1.15631 0.617
C 0.14364 -0.44820 -2.44600 -0.146
O -0.03308 0.58022 -3.02696 -0.591
C -0.10603 -1.79094 -2.97841 0.522
C -0.25410 -2.19355 -4.28812 -0.805
C -0.12541 -3.57085 -4.51397 -0.523
C 0.01926 -4.47396 -3.47477 -0.615
C 0.08131 -4.06850 -2.13560 -0.854
C 0.10011 -2.67304 -1.94020 0.227
H -0.37878 -1.50600 -5.09549 0.580
H -0.23025 -3.86340 -5.53649 0.478
H 0.16557 -5.51799 -3.75822 0.421
H 0.26713 -4.83509 -1.39245 0.545
O 1.36597 0.50693 3.27898 -0.177
O 1.32289 1.60882 2.39346 -0.272


4.
50
Properties=species:S:1:pos:R:3:nbo_charge:R:1 method="wB97M-V/def2-TZVPD" e_homo_ev=-8.80 gap_ha=0.222 total_energy_ev=-81879.8036 smiles="OC(c1ccccc1)(c1ccccc1)[C@@H]1CCCN1.O=C1C(=O)C(Cl)=C(Cl)C(Cl)=C1Cl"
O 1.01436 -0.02119 0.67475 -0.741
C 0.65349 0.81872 -0.40380 0.173
C 0.64682 2.23398 0.17505 -0.044
C 1.42480 2.45276 1.30813 -0.136
C 1.45689 3.72011 1.89310 -0.226
C 0.69810 4.76193 1.35019 -0.220
C -0.07743 4.54517 0.20436 -0.216
C -0.10993 3.27573 -0.38015 -0.222
C 1.72405 0.63104 -1.51309 0.065
C 2.32356 -0.61255 -1.70489 -0.241
C 3.34674 -0.76356 -2.65375 -0.214
C 3.78323 0.33524 -3.40320 -0.214
C 3.19059 1.58269 -3.20027 -0.210
C 2.15274 1.72630 -2.26947 -0.235
C -0.70118 0.40448 -0.99033 -0.050
C -2.04089 0.85131 -0.35708 -0.409
C -3.01502 -0.25660 -0.80937 -0.427
C -2.14254 -1.40458 -1.34819 -0.213
N -0.80198 -1.02920 -0.91562 -0.670
H 0.48814 -0.85046 0.61981 0.495
H 1.96515 1.61497 1.75201 0.234
H 2.06830 3.86687 2.78256 0.211
H 0.70676 5.74763 1.81672 0.212
H -0.67659 5.34540 -0.23138 0.213
H -0.74036 3.09680 -1.26144 0.213
H 2.02700 -1.47365 -1.09947 0.208
H 3.79791 -1.74433 -2.79485 0.211
H 4.59247 0.22644 -4.12993 0.213
H 3.52264 2.45934 -3.75634 0.213
H 1.67864 2.69820 -2.12359 0.224
H -0.72435 0.75289 -2.04546 0.171
H -1.95668 0.81490 0.73616 0.240
H -2.34605 1.85799 -0.66234 0.210
H -3.59264 -0.61061 0.04587 0.237
H -3.69445 0.09806 -1.58859 0.205
H -2.42585 -2.37849 -0.94203 0.191
H -2.20344 -1.45482 -2.45164 0.169
H -0.04841 -1.50952 -1.40332 0.377
O -1.38318 -0.80686 1.95954 -0.419
C -1.43163 -1.98965 2.29632 0.420
C -2.50709 -2.94245 1.79292 0.420
O -3.57793 -2.51504 1.34290 -0.433
C -2.18764 -4.35495 1.86790 -0.162
Cl -3.19381 -5.39676 0.97330 0.097
C -1.15416 -4.83356 2.66142 -0.040
Cl -0.84439 -6.50878 2.73608 0.112
C -0.37463 -3.92490 3.45321 -0.074
Cl 0.74254 -4.54116 4.58559 0.110
C -0.50831 -2.55533 3.27983 -0.138
Cl 0.45567 -1.43994 4.13185 0.109